# 1
91
Properties=species:S:1:pos:R:3:forces:R:3 method="wB97M-V/def2-TZVPD" lumo_ev=-4.6 multiplicity=1 total_charge=+1 homo_lumo_gap_ev=6.692 fmax_ha_per_bohr=0.030
Hg 1.795361 -2.397633 -0.300030 -0.43 0.81 -0.41
N -2.351589 0.286087 -0.704717 0.51 0.33 0.11
H -2.368446 0.066847 -1.700132 0.00 0.00 0.05
H -3.223879 -0.040901 -0.235472 0.15 -0.09 -0.19
H -2.239592 1.317876 -0.571161 -0.44 -0.08 -0.31
H -1.491840 -0.123918 -0.292884 -0.60 -0.17 -0.21
B 0.386245 -0.439319 0.186524 0.00 -0.89 0.00
H 0.003721 0.653673 0.461420 0.14 0.20 -0.03
H 1.528238 -0.547004 0.653624 0.32 0.04 0.31
H -0.337347 -1.272417 0.701574 -0.20 0.01 0.14
H 0.412687 -0.615321 -1.001394 -0.23 0.33 -0.17
C 1.619349 -2.899552 -4.999443 -0.02 0.33 -0.05
F 2.934019 -2.662396 -4.924742 -0.21 -0.16 -0.02
F 1.175150 -2.502993 -6.189420 0.13 -0.32 0.11
F 1.397169 -4.204923 -4.839696 0.12 0.08 -0.08
S 0.727195 -1.932437 -3.719598 -0.61 0.66 0.03
O 0.895693 -0.561646 -4.126250 0.04 -0.18 0.06
O -0.624957 -2.412384 -3.709640 -0.01 -0.32 0.11
O 1.468723 -2.245058 -2.483264 0.55 -0.68 -0.28
C 4.069581 -0.408900 -2.341634 -0.23 -0.42 0.30
C 4.702790 -0.467041 -0.977214 -0.23 0.23 -0.19
C 4.755365 0.842111 -0.235512 -0.05 0.24 0.26
O 3.848121 -1.384403 -0.168814 0.51 -0.48 0.29
H 3.025620 -0.096654 -2.270596 0.17 0.17 0.01
H 4.056041 -1.417358 -2.758753 0.15 0.12 -0.25
H 4.588611 0.281309 -3.000819 0.02 -0.04 -0.03
H 5.704221 -0.900126 -1.027619 -0.12 -0.25 0.05
H 5.413194 1.550531 -0.740108 -0.05 -0.05 -0.11
H 5.158321 0.715315 0.774175 -0.02 -0.05 -0.02
H 3.758959 1.280275 -0.149263 0.03 0.03 -0.06
H 4.262182 -1.464584 0.698779 -0.03 0.00 0.03
C -1.275189 4.840109 0.608115 0.45 0.38 -0.41
C -2.052177 3.584234 0.927428 -1.24 0.86 0.26
C -3.293883 3.938221 1.755132 0.18 -0.40 0.03
O -2.507756 2.998041 -0.320377 0.38 -0.21 0.31
H -1.920040 5.596118 0.141834 -0.17 -0.29 -0.10
H -0.479885 4.622281 -0.107766 0.10 0.03 0.18
H -0.859194 5.375517 1.461482 0.10 -0.44 0.22
H -1.480588 2.831022 1.466656 0.31 -0.07 -0.31
H -3.842222 4.750499 1.276449 0.00 0.07 0.07
H -3.012965 4.230693 2.767466 -0.01 0.14 -0.05
H -3.966190 3.080297 1.832409 0.06 -0.01 0.00
H -2.932987 3.695679 -0.830331 0.01 -0.04 -0.09
C 0.234776 0.425175 4.023001 -0.26 -0.01 0.33
C 1.346525 1.388149 3.660521 -0.35 -0.18 -1.09
C 2.707138 0.725844 3.650652 0.46 0.85 0.09
O 1.066285 1.896627 2.337812 0.07 0.20 0.35
H 0.251316 -0.416814 3.323083 -0.01 -0.01 0.03
H -0.736274 0.917722 3.937992 0.03 0.00 -0.01
H 0.314707 0.026444 5.036338 0.12 0.02 -0.02
H 1.350285 2.284052 4.278210 0.01 -0.12 0.26
H 3.048473 0.498308 4.660793 -0.05 -0.34 -0.05
H 3.410070 1.456974 3.241139 0.06 -0.10 0.02
H 2.731781 -0.140392 2.987530 -0.13 -0.20 0.19
H 0.886135 1.146456 1.756311 0.14 0.13 0.14
C 1.183974 2.276627 -2.289240 -0.15 -0.78 0.41
C 2.092997 2.714378 -3.419835 -0.06 0.46 -0.17
C 3.307833 3.481526 -2.927016 0.46 -0.67 -0.24
O 2.559935 1.630925 -4.206410 -0.09 0.01 0.26
H 1.615095 1.482076 -1.663950 0.30 0.22 -0.16
H 0.268899 1.814289 -2.677503 -0.06 0.32 -0.02
H 0.949355 3.094204 -1.606167 -0.16 0.12 -0.18
H 1.504434 3.380988 -4.069188 0.05 0.04 0.07
H 3.941918 2.810215 -2.334642 -0.23 0.11 0.20
H 3.049923 4.360838 -2.342221 -0.01 0.07 -0.05
H 3.935175 3.737649 -3.782823 -0.16 0.31 0.01
H 1.884497 0.933943 -4.203300 0.19 0.07 -0.17
C -5.821086 -1.503196 2.441567 -0.24 -0.28 0.08
C -4.749340 -0.583716 1.889790 -0.08 -0.18 0.41
C -3.417337 -0.859413 2.551331 0.39 -0.01 0.23
O -4.607812 -0.742680 0.467520 0.08 -0.03 0.11
H -6.030524 -1.221173 3.474189 -0.11 -0.01 -0.04
H -5.532731 -2.557497 2.446296 0.28 0.11 -0.07
H -6.755180 -1.466548 1.874023 0.01 0.31 0.06
H -5.022664 0.447545 2.140803 -0.09 0.05 -0.39
H -2.566921 -0.324752 2.116470 -0.19 0.05 -0.15
H -3.175962 -1.924560 2.559478 -0.05 0.00 -0.11
H -3.469348 -0.526518 3.589827 -0.04 -0.08 0.01
H -5.476310 -0.851314 0.066501 -0.02 0.05 0.01
C -2.290100 -4.135138 0.016433 0.10 0.13 0.31
C -0.914695 -4.174338 0.646435 0.07 -0.61 0.28
C -0.556211 -5.488915 1.336140 0.22 0.49 -0.26
O 0.074247 -3.898826 -0.392866 0.35 0.28 0.35
H -3.041580 -4.253142 0.799170 -0.04 -0.07 -0.07
H -2.411516 -4.942033 -0.708155 -0.02 0.02 -0.02
H -2.451487 -3.175966 -0.473285 -0.03 -0.02 -0.07
H -0.798974 -3.387977 1.393229 0.05 0.28 -0.34
H 0.518518 -5.485767 1.528096 0.01 -0.13 -0.03
H -0.804735 -6.333130 0.693558 -0.05 -0.15 0.20
H -1.033647 -5.553546 2.312230 -0.27 -0.19 -0.13
H 0.004286 -4.523349 -1.126306 -0.02 0.06 -0.09

=====

# 2
115
Properties=species:S:1:pos:R:3:forces:R:3 method="wB97M-V/def2-TZVPD" lumo_ev=1.9 multiplicity=1 total_charge=-1 e_above_lowest_kj_mol=0.00 homo_lumo_gap_ev=9.021 fmax_ha_per_bohr=0.065
C -0.094387 -3.042107 -0.592644 -0.56 1.47 1.15
F 0.413156 -3.604827 0.490856 0.10 -0.36 0.50
F 0.916628 -2.711843 -1.380411 -0.23 -0.01 -0.44
F -0.940539 -3.862528 -1.170520 0.01 -0.39 -0.52
S -1.102611 -1.489434 -0.091941 1.18 -1.08 0.12
O -1.512551 -0.960602 -1.364096 0.10 0.10 0.54
O -2.103792 -1.900659 0.851555 0.43 0.01 -0.09
N 0.102518 -0.623610 0.712923 -1.29 -1.31 -1.41
S 0.217864 0.750757 -0.035083 0.33 2.61 -0.71
O 0.645168 0.702137 -1.425371 0.21 0.03 1.34
O -0.893287 1.642846 0.257139 0.49 -0.40 -0.26
C 1.698503 1.520923 0.842032 0.83 -1.62 -1.23
F 1.575251 1.684593 2.135923 -0.50 0.35 0.35
F 2.741857 0.683278 0.623378 -0.37 0.03 0.26
F 2.015107 2.650905 0.229607 -0.40 0.52 0.23
C 4.206926 0.463239 -2.961811 0.15 0.28 -1.75
O 5.300779 0.174067 -3.438781 -0.33 0.30 0.64
N 3.941811 1.598366 -2.243559 0.01 -0.65 0.14
N 3.085110 -0.233392 -3.297270 0.55 -0.93 0.24
H 3.075686 1.571812 -1.738603 0.10 0.70 0.19
H 4.609411 2.343116 -2.277347 -0.04 0.03 0.47
H 2.149319 0.015550 -3.053398 -0.07 0.28 -0.09
H 3.239020 -0.940460 -3.994399 -0.18 -0.08 0.12
C 5.219897 0.299034 3.652127 0.84 0.42 0.40
O 6.221787 0.938532 3.976435 -0.56 -0.26 -0.44
N 3.977420 0.851959 3.590605 0.05 -0.05 0.26
N 5.257522 -1.019514 3.352308 0.44 -0.78 0.08
H 3.200718 0.246858 3.398873 -0.16 0.31 -0.32
H 3.945179 1.850923 3.521533 -0.29 -0.01 0.11
H 6.157328 -1.459017 3.295388 0.04 0.10 0.11
H 4.466693 -1.593750 3.127240 -0.13 0.33 -0.15
C 0.313030 3.854221 -3.681851 -0.63 -0.17 -1.79
O 0.563651 3.171980 -4.684082 0.23 0.20 0.93
N 0.999144 3.847213 -2.532528 0.94 -0.32 0.27
N -0.751587 4.706897 -3.710245 -0.36 0.54 0.72
H 0.701470 4.314649 -1.691428 -0.26 -0.02 0.11
H 1.808597 3.250876 -2.501873 -0.09 -0.01 -0.04
H -1.291013 4.792865 -4.549356 0.17 -0.10 -0.15
H -0.804043 5.447714 -3.031434 -0.16 -0.03 -0.04
C -3.279650 3.192150 3.042151 0.13 -1.16 -1.06
O -3.435125 4.175426 2.318074 -0.02 -0.03 0.95
N -3.630104 3.104624 4.355995 -0.21 0.97 0.20
N -2.742325 2.036011 2.545082 -0.28 1.17 -0.06
H -3.639718 2.216791 4.813903 -0.07 -0.13 0.11
H -4.224300 3.837273 4.707074 0.03 -0.14 0.03
H -2.613623 1.237658 3.132856 0.43 -0.32 -0.21
H -2.345876 2.136683 1.618490 0.00 -0.62 0.35
C -0.305325 -0.656769 -4.997361 -1.23 -0.59 -1.85
O -0.653706 -0.483885 -6.175444 0.48 -0.45 0.78
N -0.345261 -1.908611 -4.417526 0.54 0.71 -0.04
N 0.094814 0.355599 -4.229520 0.17 0.29 0.83
H -0.638661 -2.665103 -5.001774 -0.17 -0.09 0.15
H -0.281773 -1.962025 -3.420165 -0.14 -0.41 0.07
H 0.164588 0.247809 -3.219950 -0.28 0.34 -0.56
H -0.024506 1.269929 -4.651921 0.31 0.09 0.38
C -0.705729 5.905395 2.128594 -1.13 0.80 0.43
C -0.670561 4.762529 1.171502 -0.41 -0.09 -1.30
O 0.145953 5.106337 0.030329 0.70 -0.42 0.64
O 0.513796 6.142995 2.826873 0.27 -0.76 -0.11
H -1.581778 5.743138 2.768238 0.36 -0.13 0.37
H -0.939488 6.828945 1.589877 -0.08 -0.16 -0.38
H -1.656092 4.598500 0.732958 -0.15 0.45 0.27
H -0.461131 3.768491 1.580814 0.67 0.30 0.27
H 1.025279 5.241816 0.411299 0.01 0.14 -0.31
H 0.336518 6.653155 3.618231 -0.10 0.03 0.01
C -6.715685 -0.114938 0.670679 0.36 -1.44 -2.94
C -5.517409 -0.985223 1.019343 0.53 1.11 1.63
O -4.830699 -1.520688 -0.085791 -0.59 0.12 -0.25
O -6.399404 1.107880 0.019120 -0.44 0.20 1.06
H -7.493463 -0.088077 1.431378 0.35 0.59 0.41
H -7.146884 -0.671612 -0.176443 -0.55 -0.37 0.38
H -5.800547 -1.741770 1.757871 -0.33 -0.38 -0.28
H -4.839849 -0.344423 1.602825 0.22 0.09 -0.06
H -3.894785 -1.565085 0.136351 -0.06 -0.06 0.03
H -5.445088 1.265929 0.003818 0.17 -0.10 0.11
C -4.185669 3.003073 -1.501130 -0.63 -0.54 -0.78
C -5.274778 3.925197 -1.034587 -1.96 -0.55 0.78
O -4.928472 4.754928 0.054068 0.81 0.36 -0.50
O -3.919544 2.073038 -0.434978 1.19 0.76 -0.21
H -3.311600 3.536457 -1.889077 0.26 0.05 0.68
H -4.500309 2.385830 -2.351448 -0.41 0.29 -0.05
H -6.138676 3.354249 -0.648456 0.47 -0.64 -0.35
H -5.801124 4.460673 -1.831064 0.89 0.56 -0.15
H -4.387953 4.212354 0.656271 -0.17 0.34 0.13
H -2.988134 1.835119 -0.544695 -0.11 -0.34 0.27
C 3.802301 -4.480771 0.752507 -1.84 -0.36 0.07
C 4.614977 -5.785921 0.650701 -0.74 1.71 1.01
O 5.985590 -5.451893 0.553673 0.05 -1.02 -0.47
O 4.247838 -3.566382 1.739698 0.75 -0.28 -0.10
H 2.786422 -4.763446 1.058309 -0.13 -0.40 -0.10
H 3.615951 -4.012244 -0.218440 0.75 0.22 -0.15
H 4.222393 -6.375732 -0.176056 0.59 0.23 -0.53
H 4.315541 -6.382201 1.518426 0.71 -0.06 0.36
H 6.327315 -5.219229 1.420428 -0.25 0.11 0.06
H 3.503538 -3.001421 2.015165 0.13 -0.33 -0.20
C 0.222974 -6.584527 -3.121657 -1.19 1.63 2.63
C 1.631455 -6.040033 -3.001991 -0.13 -0.79 -1.33
O 2.599827 -7.022265 -3.291475 0.83 -0.09 -0.48
O -0.103020 -7.143612 -1.823141 0.54 -0.88 -0.02
H -0.046916 -7.246862 -3.940009 0.57 0.00 -0.16
H -0.416473 -5.689852 -3.091272 -0.02 0.01 -1.03
H 1.837357 -5.530742 -2.058404 -0.41 -0.12 0.15
H 1.717118 -5.305015 -3.807221 0.28 0.05 0.10
H 2.673100 -7.729860 -2.648417 -0.42 0.21 0.36
H -0.983759 -7.526086 -1.814655 -0.03 0.05 -0.20
C 1.458493 -2.191421 3.831636 -2.08 1.03 -0.50
C 0.653584 -0.936860 4.283475 -0.44 -1.51 0.09
O -0.459127 -0.691964 3.441185 0.20 0.09 -0.31
O 2.319965 -1.839900 2.746357 0.59 -0.23 0.34
H 0.693434 -2.878350 3.450849 0.01 -0.07 0.02
H 1.885388 -2.721169 4.680760 1.04 0.38 -0.31
H 1.277593 -0.048494 4.394911 0.13 -0.06 0.17
H 0.180891 -1.241466 5.221714 0.32 0.45 0.29
H -0.198768 -0.730248 2.497963 -0.19 0.25 0.47
H 1.776137 -1.563378 1.992354 -0.04 -0.04 0.08